# 1
Density functional theory data (the ωB97M-V functional and the def2-TZVPD basis) for one molecule with the formula C4H5N5.

Summary:
SMILES: N#CN(N)n1cccn1
Energy, a.u.: -429.068324
Energy above the lowest of the compared OMol25 structures with the same formula, charge and spin, eV: 3.0651
HOMO, eV: -9.041
Net charge: 0
Maximum force, eV Å⁻¹: 3.5
Frontier orbital gap, Ha: 0.362

```
14
Properties=species:S:1:pos:R:3:nbo_charge:R:1
N 0.62512 -0.63476 -3.17611 -0.34
C 0.87938 -0.74984 -2.07675 0.40
N 0.99711 -0.73980 -0.76024 -0.16
N 2.10703 -1.29152 -0.03907 -0.58
N 0.07863 0.09370 -0.08958 -0.04
C -1.13206 0.52192 -0.48841 -0.04
C -1.74910 1.05397 0.58082 -0.35
C -0.87315 0.87716 1.66710 -0.02
N 0.19832 0.26106 1.31411 -0.30
H 2.33090 -0.60117 0.71317 0.38
H 1.79505 -1.99518 0.62753 0.36
H -1.41294 0.38441 -1.51458 0.24
H -2.75240 1.57413 0.55399 0.24
H -1.09189 1.24592 2.68802 0.22
```


# 2
Density functional theory data (the ωB97M-V functional and the def2-TZVPD basis) for C13H26BrN3OPV as an isolated structure.

Summary:
Multiplicity: 3
Energy, a.u.: -4608.194383
Energy above the lowest of the compared OMol25 structures with the same formula, charge and spin, eV: 4.7878
HOMO (spin up / spin down), eV: -21.776 / -21.796
Net charge: +4
Maximum force, eV Å⁻¹: 5.5
Frontier orbital gap (spin up / spin down), Ha: 0.181 / 0.213

```
46
Properties=species:S:1:pos:R:3:nbo_charge:R:1
V 9.52210 11.85310 4.91423 1.76
C 8.08445 17.23426 4.80732 -0.68
C 9.06773 16.10812 4.85119 0.10
C 10.50245 16.21579 4.79219 -0.02
C 11.32455 15.10435 4.86168 -0.23
C 10.73161 13.84398 4.96076 0.16
Br 12.21064 12.20655 5.25415 0.28
N 9.38809 13.77965 4.93753 -0.59
C 8.54402 14.83693 4.90354 0.06
H 8.44380 18.18128 4.40391 0.29
H 7.65949 17.38271 5.81904 0.29
H 7.23103 16.96893 4.16582 0.27
H 10.93597 17.21803 4.69267 0.31
H 12.40994 15.20314 4.82340 0.30
H 7.49608 14.60092 4.95012 0.26
C 4.66911 10.71699 3.44714 -1.00
P 5.37772 11.45484 4.96436 1.92
C 4.71100 10.52480 6.36652 -1.00
C 4.80247 13.17091 5.01883 -1.01
O 6.86342 11.34295 4.98078 -1.20
H 3.56438 10.88209 3.43097 0.30
H 4.85789 9.61437 3.44497 0.26
H 5.09603 11.20471 2.56812 0.26
H 3.59530 10.40535 6.22360 0.30
H 4.87725 11.08706 7.30694 0.28
H 5.24003 9.58626 6.38560 0.25
H 3.71025 13.20252 5.25866 0.31
H 5.02650 13.62148 4.01988 0.26
H 5.35652 13.69489 5.81071 0.25
N 10.70998 7.34640 5.42642 -0.50
C 10.58442 7.70685 3.97066 -0.25
C 10.44369 9.22516 3.86122 -0.27
N 9.36976 9.81712 4.68857 -0.72
C 9.31061 9.28251 6.06262 -0.29
C 9.47117 7.75809 6.16882 -0.25
H 11.56187 7.77683 5.80744 0.45
H 10.88464 6.33539 5.54698 0.49
H 9.73213 7.16981 3.50442 0.27
H 11.52361 7.46044 3.45313 0.29
H 10.27467 9.48855 2.81505 0.28
H 11.40151 9.70709 4.19745 0.22
H 8.47443 9.59975 4.19775 0.46
H 8.35750 9.60766 6.51184 0.29
H 10.09566 9.74912 6.67102 0.23
H 8.59746 7.18394 5.79998 0.28
H 9.64066 7.47698 7.21859 0.29
```


# 3
Density functional theory data (the ωB97M-V functional and the def2-TZVPD basis) for C33H39BN4O2P2Ru as an isolated structure.

Summary:
Multiplicity: 5
Energy, a.u.: -2452.028953
Energy above the lowest of the compared OMol25 structures with the same formula, charge and spin, eV: 2.8041
HOMO (spin up / spin down), eV: -10.498 / -13.088
Net charge: +2
Maximum force, eV Å⁻¹: 4.1
Frontier orbital gap (spin up / spin down), Ha: 0.189 / 0.142

```
82
Properties=species:S:1:pos:R:3:mulliken_spin:R:1
Ru -0.47489 1.16284 -2.05201 1.42
C -1.49754 1.62847 -3.73648 0.08
C -1.43056 0.19496 -3.52531 -0.09
C -0.51846 -0.65680 -4.34227 0.02
C 0.89088 -0.08320 -4.44299 -0.04
C 1.19530 0.69409 -3.18554 -0.07
C 1.01286 2.10609 -2.99458 -0.03
C 0.54786 2.99896 -4.10310 0.04
C -0.68137 2.37909 -4.77507 0.00
C 1.04201 1.46894 2.03983 0.03
H -2.48201 2.06911 -3.64381 0.01
H -2.32903 -0.33092 -3.20612 -0.01
H -0.94327 -0.79493 -5.33746 0.00
H -0.49347 -1.64882 -3.88642 0.00
H 1.61012 -0.90547 -4.56985 0.00
H 0.98910 0.55012 -5.32487 0.00
H 2.12683 0.32103 -2.77013 0.06
H 1.68614 2.60238 -2.28681 -0.01
H 1.34608 3.21376 -4.83057 0.00
H 0.21372 3.93806 -3.63232 0.00
H -1.29919 3.19315 -5.18997 0.01
H -0.40684 1.72460 -5.60142 0.00
H 1.11802 2.39806 2.62965 0.00
H 0.80591 1.78907 1.00488 0.07
H 1.97617 0.90039 2.09794 -0.02
P 1.39403 -0.54916 -0.13177 0.24
P -1.07807 -0.99347 0.55075 0.19
N 2.99760 0.45274 -0.68527 0.11
N 2.47107 -1.65580 0.83123 0.02
N -2.11386 0.43593 0.01405 0.05
N -2.49407 -1.74697 1.29152 0.00
C 0.72570 -1.73984 -1.33758 0.15
C -0.75013 -2.02222 -0.92554 -0.11
C 2.96483 1.84648 -0.59614 0.38
C 4.16430 2.38130 -1.06376 0.06
C 4.97661 1.26167 -1.43419 0.17
C 4.25613 0.09487 -1.15838 0.32
C 3.47516 -1.20746 1.70130 0.00
C 4.16836 -2.31987 2.17449 0.01
C 3.60688 -3.49312 1.57913 0.01
C 2.55722 -3.05359 0.78348 0.02
C -1.72889 1.78409 0.30611 0.06
C -2.44766 2.63859 -0.55515 -0.03
C -3.24054 1.84146 -1.41833 0.05
C -2.94764 0.49489 -1.14405 0.00
C -3.82372 -1.87318 0.85156 0.00
C -4.47490 -2.82803 1.61734 0.00
C -3.51958 -3.31653 2.57405 0.00
C -2.32170 -2.66069 2.35247 0.00
H 1.36345 -2.62628 -1.29549 0.00
H 0.77755 -1.36752 -2.36848 -0.01
H -1.46397 -1.76566 -1.71470 0.00
H -0.89659 -3.07855 -0.66960 -0.01
H 2.09179 2.36421 -0.22185 0.05
H 4.37363 3.43506 -1.15555 0.00
H 5.96050 1.31086 -1.86728 0.00
H 4.54988 -0.95742 -1.25937 -0.02
H 3.62788 -0.16045 1.91380 0.01
H 4.99041 -2.26777 2.86165 0.00
H 3.93174 -4.52138 1.70350 0.00
H 1.87661 -3.63469 0.18755 0.00
H -1.25427 2.12607 1.19974 -0.02
H -2.45307 3.70072 -0.43871 0.00
H -3.90792 2.21621 -2.19070 0.00
H -3.47525 -0.40418 -1.44253 0.00
H -4.21401 -1.25026 0.06162 0.00
H -5.50703 -3.15111 1.48978 0.00
H -3.70297 -4.07775 3.32898 0.00
H -1.34918 -2.72901 2.83686 0.00
O -0.03967 -0.59987 3.27567 0.12
B -0.17449 0.65106 2.60426 -0.09
O -1.22161 1.49460 3.21048 0.12
C -1.39255 0.87754 4.40561 0.21
C -1.96458 1.41404 5.53299 -0.05
C -1.90412 0.62848 6.69377 0.18
C -1.39683 -0.66813 6.67985 0.17
C -0.80732 -1.21683 5.52448 -0.04
C -0.75641 -0.38248 4.43323 0.20
H -2.41420 2.39983 5.50523 0.00
H -2.26611 1.05892 7.63443 0.00
H -1.41340 -1.28457 7.58130 0.00
H -0.38942 -2.21882 5.44694 0.00
```